[1]
Molecular formula: C21H21CoN4PS2
Method: DFT, ωB97M-V/def2-TZVPD

Values from the calculation:
Energy in hartree: -3552.4276
Highest occupied orbital energy (spin up / spin down) in eV: -6.512 / -6.820
Kohn-Sham gap (spin up / spin down) in hartree: 0.24249 / 0.25321
2S+1: 4
Expectation value of S²: 3.765
ΔE to the lowest compared entry with this formula, charge and spin in eV: 0.388

Last column: natural (NBO) charge in e.
CARTESIAN COORDINATES (ANGSTROEM)
Co: 0.50479 1.11532 -0.70151  1.075
S: -0.91409 1.54727 -2.39106  -0.390
C: -1.93952 2.63018 -1.43209  -0.204
C: -3.26923 2.81559 -1.83123  -0.183
C: -4.11755 3.67921 -1.15959  -0.247
C: -3.64256 4.39870 -0.06916  -0.237
C: -2.33487 4.22162 0.34782  -0.215
C: -1.47378 3.32649 -0.29616  -0.184
S: 0.16652 3.10231 0.34451  -0.480
H: -3.62350 2.26253 -2.69397  0.208
H: -5.14316 3.79644 -1.48789  0.206
H: -4.29237 5.08583 0.45867  0.207
H: -1.95113 4.77990 1.19340  0.210
C: -0.57633 -1.07369 2.13915  -0.931
P: -0.16773 -0.85906 0.37618  0.822
C: -1.62239 -1.60651 -0.41989  -0.261
C: -1.64611 -2.88197 -0.97258  -0.223
C: -2.79277 -3.34212 -1.61046  -0.215
C: -3.91615 -2.53273 -1.69418  -0.198
C: -3.89967 -1.26039 -1.13490  -0.193
C: -2.75549 -0.79643 -0.50731  -0.215
C: 1.20490 -2.02242 0.08683  -0.367
C: 1.58281 -2.28013 -1.23401  -0.209
C: 2.72542 -3.01214 -1.50936  -0.191
C: 3.52383 -3.47630 -0.46918  -0.205
C: 3.16468 -3.21553 0.84341  -0.226
C: 2.00930 -2.49151 1.12064  -0.152
H: -0.69595 -2.13275 2.36412  0.238
H: -1.51555 -0.55481 2.32596  0.258
H: 0.18896 -0.63399 2.77826  0.239
H: -0.77465 -3.52184 -0.91055  0.219
H: -2.80197 -4.33289 -2.04813  0.215
H: -4.80019 -2.88707 -2.20884  0.215
H: -4.76718 -0.61741 -1.20996  0.220
H: -2.73472 0.21500 -0.11370  0.232
H: 0.98173 -1.89368 -2.05091  0.229
H: 3.00356 -3.20843 -2.53709  0.220
H: 4.42701 -4.03287 -0.68430  0.217
H: 3.78254 -3.57241 1.65777  0.215
H: 1.73943 -2.29988 2.15168  0.204
N: 5.17480 1.68499 2.58067  -0.776
C: 4.19419 1.68520 1.66208  0.654
N: 3.03708 2.30808 1.95722  -0.793
N: 4.40831 1.04072 0.53543  -0.639
C: 3.40682 0.99885 -0.29356  0.566
N: 2.47068 0.99056 -0.97205  -0.604
H: 5.13399 2.26518 3.39709  0.401
H: 6.05166 1.27329 2.31537  0.421
H: 2.95166 2.88725 2.77305  0.408
H: 2.33394 2.42845 1.23432  0.439


[2]
Molecular formula: C2H2BrN3
Method: DFT, ωB97M-V/def2-TZVPD

Values from the calculation:
Energy in hartree: -2815.6458
Highest occupied orbital energy in eV: -10.244
Kohn-Sham gap in hartree: 0.38531
SMILES: N#CN=C=N.Br
ΔE to the lowest compared entry with this formula, charge and spin in eV: 0.890

Last column: natural (NBO) charge in e.
CARTESIAN COORDINATES (ANGSTROEM)
C: 0.04409 1.28683 -0.65708  0.458
C: -0.53298 0.35268 1.41897  0.743
N: 0.31985 1.42527 -1.76359  -0.394
N: -0.82694 -0.26184 2.39758  -0.656
N: -0.24952 1.20073 0.59677  -0.567
Br: 1.85645 -0.74211 -3.56627  -0.251
H: -0.29007 -0.83101 3.02035  0.434
H: 0.77020 0.12449 -3.25600  0.234


[3]
Molecular formula: C35H81N3O11
Method: DFT, ωB97M-V/def2-TZVPD

Values from the calculation:
Energy in hartree: -2373.7535
Highest occupied orbital energy in eV: -7.933
Kohn-Sham gap in hartree: 0.30811
SMILES: CC1(C)CCCC(C)(C)N1O.CC1(C)CCCC(C)(C)N1O.CC1(C)CCCC(C)(C)N1O.OCCO.OCCO.OCCO.OCCO
ΔE to the lowest compared entry with this formula, charge and spin in eV: 2.357

Last column: Löwdin charge in e.
CARTESIAN COORDINATES (ANGSTROEM)
C: 0.54476 4.27901 0.17952  -0.014
C: 1.24228 4.38349 1.53225  -0.510
C: 2.26535 3.27387 1.73193  -0.147
C: 3.52703 3.50735 0.92565  -0.178
C: 4.22384 4.79887 1.40231  -0.118
C: 3.25603 6.02787 1.46780  -0.490
N: 1.89373 5.65681 1.90235  -0.124
O: 1.04375 6.75609 1.94878  -0.015
C: 3.78837 6.98161 2.53297  -0.049
C: 3.29140 6.69314 0.08144  -0.031
C: 0.24697 4.16469 2.69256  -0.035
H: 1.27139 4.28581 -0.63332  0.070
H: -0.04544 5.18948 0.01880  0.087
H: -0.19382 3.48116 0.11185  0.070
H: 2.57432 3.15256 2.76965  0.127
H: 1.72441 2.39994 1.35351  0.107
H: 3.30638 3.56695 -0.14360  0.105
H: 4.22362 2.66935 1.00968  0.111
H: 4.98212 4.88879 0.62447  0.108
H: 4.70576 4.70883 2.37640  0.111
H: 4.77226 7.36353 2.24733  0.090
H: 3.22136 7.88382 2.77283  0.076
H: 3.83838 6.43483 3.47865  0.085
H: 4.27087 6.65329 -0.39513  0.077
H: 2.60649 6.26133 -0.65276  0.075
H: 3.00113 7.74379 0.16915  0.080
H: 0.76271 4.32062 3.63900  0.088
H: -0.28695 3.21841 2.60343  0.075
H: -0.48738 4.97733 2.70327  0.073
H: 0.97018 7.04679 2.86677  0.107
C: 0.83270 -3.30268 -3.02893  -0.040
C: 0.94286 -2.02984 -2.17399  -0.491
C: 0.55042 -0.89168 -3.09623  -0.146
C: 0.11136 0.37281 -2.37475  -0.162
C: -0.99079 0.08325 -1.35156  -0.125
C: -0.57105 -1.05516 -0.37240  -0.483
N: -0.01160 -2.19128 -1.10554  -0.115
O: 0.20708 -3.30043 -0.28255  -0.007
C: 0.42070 -0.37039 0.59407  -0.046
C: -1.73123 -1.57521 0.48606  -0.017
C: 2.41940 -1.86368 -1.68651  0.006
H: 1.55387 -3.29687 -3.85806  0.067
H: -0.06016 -3.72621 -3.49600  0.098
H: 1.20390 -4.21518 -2.54002  0.053
H: 1.36521 -0.62814 -3.77906  0.122
H: -0.19507 -1.21451 -3.83097  0.117
H: -0.28561 1.03203 -3.14975  0.113
H: 0.94724 0.86716 -1.88264  0.102
H: -1.99584 -0.18202 -1.71001  0.121
H: -1.29033 0.97116 -0.78415  0.099
H: 1.00514 -1.11954 1.14443  0.086
H: 1.13537 0.26855 0.07397  0.052
H: 0.01248 0.24987 1.39745  0.078
H: -2.45304 -0.75093 0.56076  0.063
H: -2.24652 -2.36597 -0.05588  0.091
H: -1.49133 -1.77389 1.52721  0.069
H: 2.64721 -2.83178 -1.23802  0.076
H: 2.55487 -1.04975 -0.97856  0.068
H: 3.09571 -1.66811 -2.51946  0.075
H: -0.24657 -4.04020 -0.71070  0.100
C: -5.85367 1.51959 5.42151  -0.028
C: -5.39071 1.33627 3.98170  -0.500
C: -6.65537 1.28100 3.07929  -0.132
C: -6.40166 1.58348 1.60124  -0.184
C: -5.59675 2.86355 1.36678  -0.127
C: -4.28562 2.97153 2.23017  -0.496
N: -4.55402 2.48520 3.59157  -0.120
O: -3.46418 2.67460 4.45766  -0.018
C: -3.27343 2.12361 1.48910  -0.036
C: -4.01215 4.48521 2.34070  -0.023
C: -4.67072 0.03879 3.73189  -0.054
H: -6.84399 1.09086 5.59007  0.082
H: -5.93777 2.56139 5.72693  0.085
H: -5.18061 0.99828 6.10555  0.084
H: -6.96967 0.23640 3.13054  0.114
H: -7.51102 1.86338 3.42586  0.117
H: -7.32987 1.60384 1.02658  0.109
H: -5.88754 0.72136 1.16137  0.098
H: -6.24495 3.68905 1.67107  0.108
H: -5.28147 2.97835 0.33189  0.119
H: -2.74818 2.67555 0.70816  0.080
H: -2.43586 1.98508 2.19608  0.078
H: -3.62212 1.10495 1.35246  0.057
H: -4.89550 5.04340 2.63300  0.080
H: -3.24116 4.58103 3.11114  0.066
H: -3.52506 4.90843 1.46006  0.085
H: -5.23432 -0.81575 4.14087  0.089
H: -3.65287 -0.12816 4.09858  0.090
H: -4.58260 -0.35100 2.70935  0.071
H: -3.71095 3.44177 4.98724  0.101
C: -1.00710 -4.53366 5.76565  -0.247
C: 0.02891 -4.27778 4.67630  -0.256
O: -0.57917 -3.82215 3.48547  -0.063
O: -1.89254 -3.42561 5.86045  -0.068
H: -0.50182 -4.78551 6.69740  0.117
H: -1.61320 -5.40521 5.48239  0.117
H: 0.59853 -5.19332 4.48540  0.115
H: 0.75902 -3.55639 5.05582  0.120
H: -0.34416 -2.90550 3.33313  0.075
H: -2.45664 -3.49050 5.08471  0.078
C: 1.30264 -2.54025 -6.85103  -0.266
C: 0.02958 -2.57841 -7.72150  -0.217
O: 0.38588 -2.10428 -9.04268  -0.084
O: 2.09692 -1.39352 -6.96096  -0.047
H: 1.69405 -3.54470 -7.03534  0.117
H: 0.92726 -2.44913 -5.82944  0.092
H: -0.80855 -1.96349 -7.38620  0.116
H: -0.19563 -3.64742 -7.79396  0.113
H: -0.43542 -2.18361 -9.53954  0.080
H: 2.36650 -1.25736 -7.87774  0.091
C: 2.40242 -6.42252 -1.09612  -0.218
C: 1.48682 -7.01298 -2.17492  -0.252
O: 0.15581 -6.60929 -1.95660  -0.062
O: 3.67317 -5.95980 -1.61771  -0.082
H: 2.59513 -7.19284 -0.34869  0.117
H: 1.91707 -5.55415 -0.64781  0.102
H: 1.69988 -8.08398 -2.22189  0.120
H: 1.78017 -6.62619 -3.15875  0.113
H: -0.45841 -7.34490 -2.00452  0.090
H: 4.26593 -6.20294 -0.89990  0.079
C: 5.36479 -3.98499 -4.13579  -0.250
C: 4.47419 -3.95020 -5.37613  -0.271
O: 4.92915 -4.68890 -6.49812  -0.055
O: 6.65741 -3.53386 -4.43946  -0.051
H: 5.35878 -5.04733 -3.87681  0.112
H: 4.81208 -3.42177 -3.37923  0.108
H: 4.06249 -2.97492 -5.63645  0.113
H: 3.58672 -4.48362 -4.98207  0.106
H: 5.13280 -5.57129 -6.16873  0.089
H: 6.76463 -2.99765 -5.22286  0.086


[4]
Molecular formula: C35H35AsN4OPtS
Method: DFT, ωB97M-V/def2-TZVPD

Values from the calculation:
Energy in hartree: -4402.2453
Highest occupied orbital energy in eV: -6.778
Kohn-Sham gap in hartree: 0.26964
ΔE to the lowest compared entry with this formula, charge and spin in eV: 0.640

Last column: Löwdin charge in e.
CARTESIAN COORDINATES (ANGSTROEM)
Pt: 1.79040 -1.03090 0.15785  0.964
C: 2.44595 1.76860 -0.89119  -0.093
N: 2.56604 0.88430 0.27994  -0.335
C: 1.78922 1.52145 1.39813  -0.055
C: 3.95234 0.67265 0.75495  -0.196
C: 4.95976 1.57087 0.50456  -0.031
C: 6.24318 1.34184 1.00256  -0.095
C: 6.48097 0.20106 1.74180  -0.092
C: 5.47012 -0.72059 1.99901  -0.022
C: 4.17937 -0.51566 1.51231  -0.220
N: 3.09709 -1.37132 1.60328  -0.100
C: 2.97414 -2.61430 2.18069  -0.215
C: 3.75510 -3.11665 3.22961  -0.023
C: 3.55610 -4.39738 3.71986  -0.089
C: 2.56287 -5.21173 3.20364  -0.095
C: 1.73571 -4.71191 2.20590  -0.039
C: 1.92339 -3.44093 1.70126  -0.192
N: 0.95880 -2.85808 0.73890  -0.350
C: 0.54814 -3.81125 -0.30823  -0.114
C: -0.25748 -2.43942 1.49966  -0.062
H: 2.74643 2.78554 -0.63113  0.093
H: 1.39937 1.77019 -1.18559  0.047
H: 3.05459 1.39403 -1.70922  0.092
H: 2.18685 2.52724 1.55998  0.099
H: 1.91573 0.92893 2.30002  0.088
H: 0.73874 1.55119 1.11131  0.049
H: 4.76886 2.45088 -0.09350  0.106
H: 7.03830 2.04441 0.79613  0.098
H: 7.47704 0.00025 2.11558  0.103
H: 5.71494 -1.62623 2.52810  0.085
H: 4.50129 -2.48722 3.68662  0.093
H: 4.18496 -4.75630 4.52461  0.104
H: 2.41166 -6.21199 3.58456  0.099
H: 0.93330 -5.33194 1.82938  0.106
H: 0.02659 -4.66518 0.12650  0.082
H: 1.42470 -4.14888 -0.85545  0.102
H: -0.13196 -3.30562 -0.99042  0.026
H: -0.77324 -3.32754 1.87768  0.098
H: -0.89927 -1.85173 0.84783  0.049
H: 0.04473 -1.81405 2.33602  0.098
S: 0.80053 -1.19011 -2.07625  0.537
C: 1.24296 0.01551 -3.17159  -0.858
N: 1.49641 0.84673 -3.93792  0.056
O: -1.08515 0.64373 0.39946  -0.499
As: -2.31266 1.17099 -0.55821  1.172
C: -1.98421 2.82124 -1.48427  -0.294
C: -0.86461 2.90633 -2.30458  -0.105
C: -0.59110 4.08343 -2.98327  -0.062
C: -1.44000 5.17382 -2.84383  -0.078
C: -2.55970 5.08812 -2.02754  -0.080
C: -2.83563 3.91154 -1.34363  -0.087
C: -3.91618 1.46224 0.46810  -0.314
C: -3.77952 1.93734 1.76904  -0.092
C: -4.90767 2.17813 2.53773  -0.079
C: -6.17037 1.93887 2.01006  -0.083
C: -6.30625 1.45702 0.71665  -0.080
C: -5.17836 1.21777 -0.05761  -0.092
C: -2.76793 -0.13174 -1.89765  -0.320
C: -2.82429 0.17146 -3.25053  -0.085
C: -3.08033 -0.83651 -4.17172  -0.070
C: -3.28897 -2.13668 -3.73981  -0.077
C: -3.24990 -2.43691 -2.38334  -0.080
C: -2.98625 -1.43626 -1.46315  -0.114
H: -0.20071 2.06094 -2.42989  0.060
H: 0.28401 4.13471 -3.61784  0.110
H: -1.22904 6.09400 -3.37342  0.104
H: -3.22047 5.93858 -1.92035  0.104
H: -3.70970 3.84890 -0.70714  0.098
H: -2.79013 2.10223 2.17954  0.106
H: -4.80300 2.54704 3.54968  0.104
H: -7.05058 2.12484 2.61181  0.104
H: -7.29006 1.26358 0.30942  0.104
H: -5.28445 0.83983 -1.06783  0.105
H: -2.65092 1.18379 -3.59335  0.102
H: -3.10658 -0.60423 -5.22814  0.107
H: -3.48365 -2.92019 -4.46062  0.105
H: -3.42222 -3.45133 -2.04658  0.105
H: -2.94814 -1.66534 -0.40489  0.102


Q: Which of these has the lowest ΔE to the lowest compared entry with this formula, charge and spin?
A: C21H21CoN4PS2


Q: Among the records above, which one has the lowest energy?
A: C35H35AsN4OPtS